Entry from the Open Molecules 2025 dataset: a structure of composition C52H51P2RbSiTe (wB97M-V/def2-TZVPD).

ΔE to the lowest compared entry with this formula, charge and spin in kcal/mol: 26.4
Spin multiplicity: 1
Net charge: -2
Frontier orbital gap in eV: 4.15

Structure (XYZ):
```
108
Properties=species:S:1:pos:R:3:lowdin_charge:R:1
Rb -0.400 0.931 1.581 0.539
C 1.398 -1.236 3.185 -0.306
Si 1.263 -1.840 1.319 0.567
C 3.120 -2.357 1.234 -0.331
C 3.796 -3.574 1.296 -0.103
C 5.189 -3.629 1.281 -0.114
C 5.931 -2.461 1.228 -0.116
C 5.282 -1.233 1.120 -0.090
C 3.896 -1.183 1.076 -0.368
P 2.887 0.340 0.715 0.967
C 4.279 1.612 0.765 -0.368
C 4.309 2.433 1.891 -0.105
C 5.252 3.445 2.030 -0.102
C 6.180 3.667 1.023 -0.116
C 6.168 2.857 -0.106 -0.098
C 5.234 1.838 -0.228 -0.113
C 2.752 0.261 -1.125 -0.377
C 2.752 -0.931 -1.842 -0.086
C 2.556 -0.932 -3.217 -0.080
C 2.369 0.261 -3.901 -0.099
C 2.380 1.459 -3.200 -0.102
C 2.561 1.453 -1.825 -0.131
C 0.322 -3.499 1.694 -0.286
C 0.865 -4.326 2.689 -0.130
C 0.297 -5.531 3.068 -0.105
C -0.870 -5.954 2.449 -0.116
C -1.443 -5.152 1.478 -0.150
C -0.869 -3.934 1.080 -0.368
P -1.900 -3.230 -0.304 1.107
C -0.951 -3.950 -1.720 -0.367
C 0.433 -4.126 -1.713 -0.087
C 1.089 -4.678 -2.804 -0.098
C 0.371 -5.067 -3.928 -0.118
C -1.006 -4.893 -3.952 -0.110
C -1.657 -4.343 -2.855 -0.110
C -1.711 -1.436 -0.629 -0.477
C -2.663 -0.625 0.073 -0.267
C -2.692 0.744 -0.235 -0.296
C -1.823 1.336 -1.117 -0.194
C -0.922 0.507 -2.032 -0.316
C -0.907 -0.949 -1.604 -0.108
H 2.078 -1.861 3.772 0.015
H 0.426 -1.247 3.689 0.004
H 1.801 -0.215 3.235 -0.025
H 3.231 -4.497 1.365 0.089
H 5.694 -4.588 1.325 0.088
H 7.015 -2.500 1.252 0.086
H 5.871 -0.327 1.051 0.087
H 3.572 2.274 2.672 0.097
H 5.253 4.067 2.918 0.094
H 6.903 4.469 1.113 0.089
H 6.891 3.022 -0.898 0.093
H 5.247 1.204 -1.106 0.109
H 2.884 -1.870 -1.318 0.089
H 2.531 -1.875 -3.751 0.095
H 2.187 0.256 -4.969 0.092
H 2.211 2.395 -3.719 0.099
H 2.548 2.394 -1.284 0.110
H 1.778 -4.010 3.182 0.084
H 0.754 -6.126 3.851 0.090
H -1.336 -6.893 2.727 0.087
H -2.366 -5.470 1.004 0.074
H 1.003 -3.819 -0.843 0.083
H 2.166 -4.804 -2.776 0.097
H 0.882 -5.500 -4.780 0.087
H -1.575 -5.190 -4.826 0.088
H -2.732 -4.205 -2.875 0.093
H -3.333 -1.059 0.802 0.062
H -3.418 1.379 0.271 0.093
H -1.933 2.383 -1.381 0.075
H 0.106 0.888 -2.021 0.089
H -0.211 -1.591 -2.126 0.079
C -5.775 6.348 5.194 -0.078
C -4.922 5.117 5.027 -0.304
C -3.587 5.103 5.398 -0.047
C -2.800 3.956 5.291 -0.337
C -1.356 4.039 5.701 -0.131
C -3.351 2.758 4.804 -0.593
Te -2.223 0.960 4.733 0.560
C -4.701 2.778 4.392 -0.333
C -5.349 1.560 3.797 -0.125
C -5.454 3.941 4.512 -0.046
H -5.168 7.207 5.487 0.062
H -6.537 6.201 5.965 0.068
H -6.296 6.603 4.268 0.068
H -3.136 6.014 5.786 0.098
H -1.105 5.047 6.042 0.060
H -0.701 3.769 4.870 0.052
H -1.135 3.322 6.494 0.048
H -4.780 1.201 2.937 0.050
H -6.373 1.778 3.486 0.063
H -5.358 0.733 4.511 0.052
H -6.492 3.930 4.187 0.104
C -2.732 2.591 -6.037 -0.066
C -2.112 1.188 -5.962 -0.630
C -0.903 1.118 -6.902 -0.068
C -3.159 0.152 -6.393 -0.063
C -1.690 0.923 -4.579 0.001
C -1.338 0.699 -3.449 0.065
H -3.067 2.808 -7.056 0.074
H -2.003 3.346 -5.739 0.081
H -3.586 2.664 -5.362 0.084
H -1.207 1.338 -7.931 0.074
H -0.454 0.124 -6.875 0.081
H -0.144 1.842 -6.600 0.078
H -3.499 0.356 -7.413 0.074
H -4.018 0.182 -5.723 0.085
H -2.738 -0.853 -6.357 0.083
```